No. 1
6
Properties=species:S:1:pos:R:3:forces:R:3 method="wB97M-V/def2-TZVPD" s2=2.030 multiplicity=3 e_above_lowest_kcal_mol=126.4
C 1.342131 -0.103614 0.287742 3.8 1.9 -5.7
H -0.288916 -0.898192 -0.486392 1.5 -0.1 2.2
N 0.250540 -0.822626 0.474433 -2.9 -2.2 -0.2
H -0.107862 1.227756 0.309687 0.5 0.7 -0.1
O 3.065899 0.147966 -0.062179 -1.2 -0.7 1.6
N 0.438614 0.619605 0.906503 -1.7 0.5 2.1

No. 2
7
Properties=species:S:1:pos:R:3:forces:R:3 method="wB97M-V/def2-TZVPD" multiplicity=1 e_above_lowest_kcal_mol=93.9
N 1.925738 -0.826600 -0.059252 -1.1 0.9 0.1
C -1.363278 0.672306 0.024093 -0.4 1.7 -1.8
H -0.854458 0.970412 0.953741 0.6 1.0 -0.6
N 1.277643 -0.014024 -0.418549 -1.1 2.0 -1.4
O 2.515917 -1.670143 0.429304 2.4 -3.0 1.3
O -2.004738 -0.305860 0.100157 -1.6 -3.0 0.5
H -1.496824 1.173909 -1.029495 1.3 0.4 1.9

No. 3
7
Properties=species:S:1:pos:R:3:forces:R:3 method="wB97M-V/def2-TZVPD" multiplicity=1 e_above_lowest_kcal_mol=113.8
H -2.151765 -0.111952 -1.729979 3.1 1.1 0.4
N 0.864878 -0.791113 1.284211 0.0 -2.1 -0.8
C -1.041481 0.255167 -1.549165 -5.7 -1.9 -1.0
H 1.251627 0.750198 0.098972 -0.5 -1.3 2.3
N 0.018613 0.519196 -1.289042 2.5 0.9 -0.1
O 0.085739 -1.167397 2.106770 1.1 2.0 -0.7
O 0.972389 0.545902 1.078234 -0.4 1.3 -0.1

No. 4
7
Properties=species:S:1:pos:R:3:forces:R:3 method="wB97M-V/def2-TZVPD" multiplicity=1 e_above_lowest_kcal_mol=191.5
N -0.285761 0.631116 0.929593 1.3 -3.0 3.5
O -2.143814 0.029232 -0.587036 2.5 -0.1 1.0
N 0.232396 0.587834 -0.413124 0.9 1.9 -1.3
C -1.033774 0.251865 -0.138833 -4.7 -0.2 -1.5
H 0.110640 -0.976815 1.553978 -1.0 3.0 -1.5
O 1.057870 -0.365717 -0.831297 4.5 -1.4 0.8
H 2.062443 -0.157515 -0.513280 -3.6 -0.2 -1.1